{"formula": "CH4INOS", "method": "the ωB97M-V functional and the def2-TZVPD basis", "elements": ["C", "N", "O", "S", "I", "H", "H", "H", "H"], "positions_angstrom": [[1.659, -0.513, -0.187], [1.234, 0.742, -0.221], [0.138, 1.153, 0.315], [-2.685, -0.958, 0.766], [-4.204, 0.478, -0.530], [1.373, -1.384, 0.307], [-1.825, -0.016, 1.007], [2.458, -0.845, -0.744], [1.852, 1.344, -0.714]], "de_lowest_kj_mol": 187.9, "total_energy_ha": -866.26116, "multiplicity": 1, "homo_lumo_gap_ev": 8.02, "molar_mass_g_mol": 205.0, "smiles": "C=[NH+][O-].SI", "fmax_ev_per_a": 4.8}